The following is a quantum chemistry calculation of a cluster of 8 separate species, C48H107N5O8 in total in a non-equilibrium geometry, from OMol25.

Values from the calculation:
- SMILES: CC1(C)CCCC(C)(C)N1O.CC1(C)CCCC(C)(C)N1O.CC1(C)CCCC(C)(C)N1O.CC1(C)CCCC(C)(C)N1O.CC1(C)CCCC(C)(C)N1O.CO.CO.CO
- Orbital gap: 8.7820 eV
- Strongest force on any atom: 3.86 eV/A
- Energy relative to the best compared isomer or geometry (same formula, charge and spin): 220.4 kJ/mol

Each line ends with the Löwdin charge.
Positions of all 168 atoms, in Å:
C -0.8613 6.8490 -5.8475  -0.0620
C -0.5713 5.4771 -5.3037  -0.5374
C -1.8385 4.6131 -5.5550  -0.0387
C 0.6420 4.8947 -6.0535  -0.1443
C 1.1300 3.6458 -5.3540  -0.1774
C 1.5060 4.0318 -3.9082  -0.1106
C 0.2583 4.5062 -3.1173  -0.4938
C -0.6975 3.3626 -2.8623  -0.0279
C 0.7194 5.1482 -1.7800  -0.0336
N -0.2416 5.6805 -3.8906  -0.1047
O -1.4120 6.1173 -3.2260  -0.0429
H -1.8311 7.2582 -5.5109  0.0849
H -0.0790 7.5439 -5.5085  0.0900
H -0.8422 6.7964 -6.9720  0.1019
H -2.1969 4.7247 -6.5828  0.0770
H -1.7451 3.5192 -5.4438  0.0641
H -2.7667 4.8714 -4.9672  0.0991
H 0.2759 4.6891 -7.0519  0.1106
H 1.4439 5.6410 -6.2614  0.1318
H 0.3365 2.8764 -5.4124  0.1080
H 2.0096 3.2610 -5.7960  0.0961
H 2.2524 4.8374 -4.0247  0.1338
H 1.8497 3.1185 -3.4768  0.0891
H -0.0980 2.6888 -2.1476  0.0951
H -1.0422 2.7221 -3.6670  0.0608
H -1.6334 3.5764 -2.3294  0.0882
H -0.1432 5.2325 -1.1111  0.0662
H 1.0253 6.2163 -1.8904  0.0954
H 1.4673 4.5143 -1.3021  0.0764
H -1.3603 7.0817 -3.1322  0.1105
C -2.7831 -1.3822 0.6808  -0.0078
C -4.1558 -0.8600 -0.0032  -0.5142
C -3.8451 -0.6136 -1.5017  -0.0188
C -5.1966 -1.9781 0.0450  -0.1666
C -6.5537 -1.5013 -0.3631  -0.1694
C -6.9743 -0.3026 0.5658  -0.1251
C -6.0038 0.8585 0.5269  -0.5465
C -6.1192 1.6525 -0.7326  -0.0325
C -6.3668 1.7579 1.6854  -0.0469
N -4.6469 0.2409 0.7714  -0.0599
O -3.7190 1.3355 0.7111  -0.0673
H -2.8779 -1.5062 1.8004  0.0837
H -2.6698 -2.3343 0.1704  0.0574
H -1.9751 -0.6829 0.3831  0.0742
H -3.1718 -1.3826 -1.9162  0.0899
H -4.7633 -0.5529 -2.0651  0.0589
H -3.3855 0.3833 -1.4466  0.0819
H -4.8203 -2.7645 -0.6088  0.1194
H -5.2406 -2.4044 1.0694  0.1295
H -6.6932 -1.2499 -1.3836  0.0894
H -7.2174 -2.3025 -0.0586  0.1078
H -7.0284 -0.7186 1.6238  0.1411
H -7.9522 -0.0295 0.2444  0.1075
H -6.9566 2.3344 -0.8278  0.0890
H -6.2854 0.9569 -1.5886  0.0858
H -5.2158 2.2043 -0.9384  0.0824
H -7.4161 1.9907 1.5552  0.0773
H -5.8336 2.7846 1.5481  0.1180
H -6.2028 1.2843 2.6807  0.0886
H -3.0831 1.2079 1.4585  0.0650
C -3.6120 0.3519 4.4133  -0.0650
C -2.3172 1.0358 4.5186  -0.5195
C -2.2404 1.7829 5.8239  -0.0215
C -1.2403 -0.0534 4.4987  -0.1417
C 0.1308 0.5094 4.1523  -0.1619
C 0.0902 1.2929 2.8618  -0.1471
C -0.9370 2.3866 2.8088  -0.5308
C -0.4517 3.5705 3.6053  -0.0408
C -1.0809 2.9349 1.3257  -0.0097
N -2.2283 1.8725 3.2584  -0.0661
O -3.1182 3.0111 3.3333  -0.0257
H -3.7770 -0.5007 5.0931  0.0970
H -4.4689 0.9423 4.6837  0.0768
H -3.8718 -0.1543 3.4737  0.0797
H -3.1162 2.4606 5.8298  0.0894
H -2.2936 1.0998 6.7297  0.1184
H -1.4024 2.4856 5.8760  0.0676
H -1.3175 -0.5775 5.4273  0.1054
H -1.5261 -0.8716 3.8430  0.0946
H 0.4337 1.1483 4.9289  0.0912
H 0.9146 -0.2866 4.0825  0.1171
H -0.0784 0.4967 2.0454  0.1270
H 1.0983 1.7350 2.7250  0.1184
H 0.4077 3.9562 3.0239  0.0909
H -0.1637 3.3997 4.6358  0.0645
H -1.2318 4.3883 3.5892  0.1102
H -0.1029 3.3918 1.0103  0.1003
H -1.9618 3.5680 1.2686  0.0850
H -1.2987 2.0650 0.7204  0.0493
H -3.9798 2.6202 3.1023  0.0817
C 5.9356 -3.1742 0.1800  -0.0400
C 6.9001 -2.6454 -0.9184  -0.5050
C 8.1972 -2.2682 -0.2266  -0.0489
C 7.1207 -3.7905 -1.9560  -0.1112
C 5.8835 -3.9292 -2.8820  -0.1819
C 5.4835 -2.5984 -3.5453  -0.1302
C 5.2939 -1.4935 -2.4872  -0.4731
C 5.0641 -0.1197 -3.1411  -0.0165
C 3.9828 -1.7977 -1.6801  -0.0126
N 6.4957 -1.3983 -1.6011  -0.0531
O 6.2234 -0.4155 -0.5940  -0.0762
H 5.3746 -2.4579 0.7919  0.0783
H 5.1143 -3.7505 -0.2503  0.0523
H 6.4835 -3.8053 0.9095  0.0955
H 8.6492 -3.0979 0.2789  0.0773
H 8.9254 -1.9634 -1.0084  0.0961
H 8.0793 -1.3971 0.4052  0.0738
H 8.0285 -3.7234 -2.5785  0.1222
H 7.0904 -4.7495 -1.3505  0.1349
H 6.2436 -4.5875 -3.6882  0.1129
H 4.9927 -4.2617 -2.3303  0.1016
H 4.5265 -2.7698 -4.0622  0.1229
H 6.2378 -2.3220 -4.3187  0.1307
H 4.3669 -0.1116 -3.9912  0.0975
H 6.0379 0.1295 -3.5520  0.0855
H 4.7815 0.6197 -2.4142  0.0564
H 3.1852 -1.7353 -2.4531  0.0851
H 3.7823 -1.0640 -0.9061  0.0549
H 4.0577 -2.7607 -1.1792  0.0434
H 6.8812 0.3146 -0.5849  0.1390
C 1.5701 -4.9546 2.4070  -0.0297
C 0.6145 -3.7610 2.2524  -0.5256
C 1.4157 -2.5340 1.7445  -0.0204
C -0.2397 -4.1377 1.0765  -0.1661
C -1.2896 -5.2546 1.3663  -0.1600
C -2.1540 -4.7854 2.5270  -0.1221
C -1.2923 -4.4422 3.8119  -0.4425
C -2.1390 -3.7569 4.9252  -0.0503
C -0.7127 -5.7054 4.5660  -0.0324
N -0.2246 -3.5054 3.4251  -0.0861
O 0.5967 -3.2848 4.5752  -0.0528
H 2.0544 -5.2308 1.4604  0.0903
H 2.4009 -4.7386 3.0480  0.0720
H 1.0468 -5.8387 2.8133  0.0679
H 1.8173 -2.7844 0.7501  0.0813
H 0.7087 -1.7260 1.5708  0.0592
H 2.1598 -2.2355 2.5144  0.0935
H -0.7785 -3.2581 0.7716  0.0810
H 0.4148 -4.3409 0.2001  0.1291
H -1.8926 -5.3992 0.4359  0.1160
H -0.8234 -6.2751 1.5831  0.1215
H -2.9242 -5.5200 2.8017  0.1221
H -2.7437 -3.9215 2.2225  0.0916
H -2.8683 -4.4140 5.4486  0.0901
H -2.7493 -2.9136 4.6600  0.0485
H -1.4698 -3.3475 5.7273  0.0924
H -0.6410 -6.5755 3.9165  0.0660
H -1.3363 -5.8471 5.4467  0.0642
H 0.2904 -5.5695 5.0273  0.0880
H 0.2795 -2.3481 4.8040  0.1099
C 0.6875 -1.2527 -3.9939  -0.1896
O 1.2377 -0.0754 -4.5242  -0.1385
H 1.2011 -1.6225 -3.0936  0.0525
H -0.3678 -1.0477 -3.5844  0.0924
H 0.6372 -1.9853 -4.7616  0.0650
H 1.3538 0.5224 -3.7272  0.0678
C 0.9671 0.4111 -0.7854  -0.1109
O 1.8218 1.0562 -1.7331  -0.1441
H 0.2543 -0.0660 -1.4190  0.0690
H 1.5815 -0.3161 -0.3373  0.0507
H 0.5201 1.0471 -0.0961  0.0314
H 2.6580 1.2281 -1.2977  0.0217
C 3.7007 1.0222 1.2420  -0.1030
O 3.9627 1.3239 -0.1030  -0.1467
H 2.6239 1.0682 1.3478  0.0599
H 4.0941 -0.0363 1.2653  0.1013
H 4.2415 1.5572 1.9422  0.0604
H 4.6535 0.7134 -0.3743  0.0206

Forces on atoms 1 to 6 (eV/Å):
-0.1 1.0 -1.2
-0.7 -0.2 0.0
-1.4 -0.7 0.0
-0.2 0.3 -0.3
-0.8 0.7 0.6
-1.4 0.0 -1.1